A.
DFT (the ωB97M-V functional and the def2-TZVPD basis) results for one molecule with the formula C5H8S2.

The calculation puts the HOMO energy at -0.314 hartree. For the HOMO-LUMO gap, the calculation gives 8.112 eV. For the LUMO energy, the calculation gives -0.43 eV. As for the SMILES: S=C1CC[C@@H](S)C1.

The geometry in ORCA input format:
```
! wB97M-V def2-TZVPD RIJCOSX def2/J DEFGRID3
* xyz 0 1
H -0.95 1.97 1.24
C -0.34 1.05 0.76
H 1.99 0.10 -0.32
C 0.99 -0.29 -0.66
C -0.42 -0.33 1.21
C 0.01 1.00 -0.65
H -1.72 -0.55 -1.40
S -1.33 0.70 -1.82
H 0.74 1.35 1.27
H 0.75 1.86 -0.94
H 1.03 -0.55 -1.66
C 0.14 -1.27 0.14
H 0.66 -2.20 0.69
S -0.95 -1.01 2.66
H -0.60 -1.84 -0.51
*
```

=====

B.
DFT (the ωB97M-V functional and the def2-TZVPD basis) results for one molecule with the formula C5H8S2.

The calculation puts the HOMO energy at -0.283 hartree. For the HOMO-LUMO gap, the calculation gives 8.338 eV. For the LUMO energy, the calculation gives 0.62 eV. As for the SMILES: CC1(C)SC=CS1.

The geometry in ORCA input format:
```
! wB97M-V def2-TZVPD RIJCOSX def2/J DEFGRID3
* xyz 0 1
H 2.28 0.16 1.16
C 1.11 0.18 1.44
C -2.40 -1.09 -0.05
H -3.15 -1.77 -0.39
H 0.82 1.18 1.90
S -0.73 -1.60 0.11
H 1.54 -0.49 -1.35
H 1.32 1.27 -1.24
C -2.58 0.21 -0.05
C 0.83 0.17 -1.12
C 0.22 -0.07 0.23
H -3.59 0.64 -0.01
H 0.98 -0.61 2.12
S -1.33 1.37 0.19
H 0.03 0.12 -2.02
*
```

=====

C.
DFT (the ωB97M-V functional and the def2-TZVPD basis) results for one molecule with the formula C5H8S2.

The calculation puts the HOMO energy (alpha / beta) at -0.285 / -0.288 hartree. For the HOMO-LUMO gap (alpha / beta), the calculation gives 6.833 / 7.032 eV. For the LUMO energy (alpha / beta), the calculation gives -0.91 / -0.80 eV.

The geometry in ORCA input format:
```
! wB97M-V def2-TZVPD RIJCOSX def2/J DEFGRID3
* xyz 0 1
C 0.56 -0.23 0.39
H 1.36 -2.18 0.48
H -2.85 0.68 1.08
H 3.49 -0.52 0.97
H 2.87 0.35 -0.40
S -0.11 1.26 0.59
H -1.84 2.34 -0.36
H -1.56 1.14 -1.56
C -2.67 0.31 0.04
H 3.46 -1.48 -0.50
S -1.98 -1.39 0.04
C 1.50 -1.10 0.27
C -1.63 1.31 -0.44
H -3.50 0.28 -0.60
C 2.89 -0.75 0.00
*
```

=====

From most stable to least stable, the computed energies give B, A, C.

=====

A.
DFT (the ωB97M-V functional and the def2-TZVPD basis) results for C5H8S2 as an isolated structure.

The calculation puts the HOMO energy at -0.319 hartree. For the HOMO-LUMO gap, the calculation gives 9.421 eV. For the LUMO energy, the calculation gives 0.74 eV.

The geometry in ORCA input format:
```
! wB97M-V def2-TZVPD RIJCOSX def2/J DEFGRID3
* xyz 0 1
C -0.09 -1.22 -0.16
C 1.00 -0.44 -1.01
H 0.62 0.28 1.41
H 1.90 -0.52 -0.47
S -1.65 -0.66 -0.96
C -0.85 0.78 -0.17
H 0.04 -2.27 0.09
C -0.28 -0.21 0.99
H -1.45 1.62 0.00
H 0.31 1.33 -1.96
S -1.44 -0.57 2.33
H 1.03 -0.80 -2.09
H 1.09 1.70 -0.35
C 0.46 1.00 -0.94
H -0.69 -0.02 3.29
*
```

=====

B.
DFT (the ωB97M-V functional and the def2-TZVPD basis) results for one molecule with the formula C5H8S2.

The calculation puts the HOMO energy at -0.314 hartree. For the HOMO-LUMO gap, the calculation gives 8.762 eV. For the LUMO energy, the calculation gives 0.23 eV. As for the SMILES: C#CC(SC)SC.

The geometry in ORCA input format:
```
! wB97M-V def2-TZVPD RIJCOSX def2/J DEFGRID3
* xyz 0 1
H -0.39 -0.18 -1.70
H -2.79 0.00 -1.33
H 0.83 3.42 0.41
H -2.34 0.74 0.15
H -3.26 -0.94 0.15
C 0.82 2.46 -0.19
C 2.01 -0.98 0.81
S -1.07 -1.22 0.11
H 3.05 -1.29 1.03
H 1.78 0.09 1.32
C -2.56 -0.19 -0.36
H 1.45 -1.87 1.21
C 0.18 -0.17 -0.67
C 0.47 1.18 -0.02
S 1.80 -1.05 -0.90
*
```

=====

From most stable to least stable, the computed energies give A, B.

=====

A.
DFT (the ωB97M-V functional and the def2-TZVPD basis) results for an isolated ion of composition CH2O3PS and charge -1.

The calculation puts the HOMO energy at -0.151 hartree. For the HOMO-LUMO gap, the calculation gives 7.725 eV. For the LUMO energy, the calculation gives 3.61 eV. As for the SMILES: O=C(O)P([O-])S.

The geometry in ORCA input format:
```
! wB97M-V def2-TZVPD RIJCOSX def2/J DEFGRID3
* xyz -1 1
O 1.73 -0.22 0.49
S -0.98 -1.57 1.03
P 0.82 -1.00 -0.37
H -0.67 -0.75 2.16
C -0.32 0.34 -1.24
O 0.00 1.72 -0.28
H 0.42 1.16 0.43
O -1.01 0.32 -2.22
*
```

=====

B.
DFT (the ωB97M-V functional and the def2-TZVPD basis) results for an isolated ion of composition CH2O3PS and charge -1.

The calculation puts the HOMO energy at -0.114 hartree. For the HOMO-LUMO gap, the calculation gives 6.636 eV. For the LUMO energy, the calculation gives 3.53 eV. As for the SMILES: O=C([O-])P(O)S.

The geometry in ORCA input format:
```
! wB97M-V def2-TZVPD RIJCOSX def2/J DEFGRID3
* xyz -1 1
O -0.76 -1.57 -0.06
C 1.50 0.33 0.03
P -0.39 -0.14 -0.85
H -0.18 -1.61 0.68
S -1.35 1.39 0.25
O 1.80 -0.71 0.68
H -2.43 0.91 -0.40
O 1.82 1.39 -0.32
*
```

=====

From most stable to least stable, the computed energies give B, A.

=====

A.
DFT (the ωB97M-V functional and the def2-TZVPD basis) results for a 10-piece molecular cluster, C11H42N10O10 overall.

The calculation puts the HOMO energy at -0.353 hartree. For the HOMO-LUMO gap, the calculation gives 9.987 eV. For the LUMO energy, the calculation gives 0.38 eV. As for the SMILES: NC(N)=O.NC(N)=O.NC(N)=O.NC(N)=O.NC(N)=O.CC(C)O.CC(C)O.O.O.O.

The geometry in ORCA input format:
```
! wB97M-V def2-TZVPD RIJCOSX def2/J DEFGRID3
* xyz 0 1
O -5.34 1.38 -1.50
C 5.03 0.51 -1.91
N 0.09 1.92 -2.94
H -6.02 -0.30 -1.19
N -1.28 0.64 3.85
H 1.92 2.11 -0.41
H 0.91 1.43 -3.28
H -1.16 -0.54 1.57
H 4.54 -1.00 -3.35
C 4.18 0.00 -3.11
C 1.90 1.49 1.51
H 2.81 5.65 -0.20
H 2.82 3.35 1.43
H 0.86 -3.04 1.99
N 0.97 -2.25 1.36
N 2.42 2.66 2.02
H 1.68 4.60 -0.24
O 1.88 -1.92 -0.81
N -2.22 3.89 -0.29
H 3.52 0.60 -5.05
O -2.70 2.01 2.79
O -2.03 1.75 -2.20
O 1.83 0.44 2.13
N -0.76 3.94 1.54
H 3.90 1.96 -3.87
H 0.26 -4.48 0.38
H -0.41 -5.15 3.39
C -2.26 -3.90 1.26
O 2.63 4.71 -0.11
H 5.18 1.13 -4.77
C -2.01 1.01 2.76
C -1.97 -5.19 1.97
O -6.42 -1.02 -0.69
O -1.07 -5.99 1.14
C -0.98 1.23 -2.43
O 2.76 -0.02 -2.66
C 1.31 -2.63 0.04
H -1.83 -4.12 3.84
N 0.85 -3.88 -0.23
H -3.00 3.66 0.31
N -0.68 -0.09 -2.20
H -3.08 -3.36 1.78
H 1.43 -1.44 1.81
C -1.51 -5.08 3.40
C 4.20 0.97 -4.25
H 6.10 0.57 -2.25
O 0.01 4.10 -0.62
H -2.22 3.51 -1.22
H -6.56 -0.61 0.16
H 0.20 4.04 1.77
H -5.39 1.70 -2.42
H -2.46 0.40 0.90
H -1.82 -5.88 4.07
C -0.94 3.95 0.19
H -0.32 0.26 3.72
H -1.44 1.27 4.61
H 4.68 1.53 -1.81
H 2.73 -0.72 -2.02
H -4.41 1.69 -1.24
H 4.87 -0.02 -1.04
H 0.15 2.90 -2.78
H -2.95 -5.77 1.97
H -1.36 -0.80 -1.93
H 0.25 -0.44 -2.32
H -2.62 -4.03 0.25
H -1.50 -3.13 1.21
H 2.89 2.58 2.91
N -1.86 0.17 1.66
H 1.43 0.54 -0.02
H -1.64 -6.32 0.42
N 1.39 1.56 0.23
H 1.01 -4.25 -1.19
H -1.37 3.54 2.22
*
```

=====

B.
DFT (the ωB97M-V functional and the def2-TZVPD basis) results for a 10-piece molecular cluster, C11H42N10O10 overall.

The calculation puts the HOMO energy at -0.334 hartree. For the HOMO-LUMO gap, the calculation gives 9.201 eV. For the LUMO energy, the calculation gives 0.11 eV. As for the SMILES: NC(N)=O.NC(N)=O.NC(N)=O.NC(N)=O.NC(N)=O.CCO.CO.CO.CO.CO.

The geometry in ORCA input format:
```
! wB97M-V def2-TZVPD RIJCOSX def2/J DEFGRID3
* xyz 0 1
H -6.60 13.77 17.97
H -5.26 16.71 18.02
H -4.92 21.26 16.39
H -9.02 22.60 13.24
H -5.33 22.97 14.69
N -6.21 16.80 17.68
H -6.63 19.27 7.01
N -2.06 20.93 9.29
N -7.29 17.44 13.25
H -5.44 19.95 12.83
O -7.15 23.07 12.49
H -8.65 17.14 10.12
O -9.55 18.79 10.90
H -4.45 19.99 15.49
H -5.89 18.68 8.39
H -9.69 16.85 11.53
C -3.36 16.12 15.30
H -3.84 23.83 15.01
N -4.58 16.14 15.12
H -8.82 21.90 11.65
H -9.43 13.81 14.22
H -3.57 20.62 11.14
H -3.15 20.83 16.24
O -4.52 21.48 13.12
H -6.57 21.07 8.73
N -2.89 17.35 15.39
O -7.95 15.40 17.02
H -8.60 15.56 15.57
C -6.91 15.63 17.63
H -1.91 17.55 15.57
H -8.29 20.63 8.55
H -5.49 14.78 18.86
C -6.41 18.39 13.60
N -6.29 14.69 18.25
N -2.81 22.89 13.15
H -8.00 21.19 12.93
C -8.28 22.18 12.55
H -5.26 16.88 15.07
H -7.64 17.32 12.31
H -1.52 21.32 8.52
H -4.80 15.16 15.14
O -8.86 15.77 14.67
H -6.45 19.02 11.76
N -3.95 20.55 10.21
H -10.49 17.26 10.01
H -10.41 15.07 13.45
C -3.97 22.49 13.52
H -6.53 17.58 17.12
H -4.96 20.44 10.14
H -5.15 19.49 17.81
H -1.62 20.61 10.14
H -2.28 22.24 12.58
O -3.80 20.52 7.92
H -10.65 14.62 15.15
H -2.39 23.74 13.50
O -4.24 19.62 17.56
H -10.38 18.85 11.39
O -6.11 18.54 14.76
H -7.49 18.20 8.19
C -3.28 20.63 9.05
C -4.17 20.47 16.42
H -7.79 16.99 14.00
H -8.02 19.52 10.49
C -7.30 20.27 8.83
N -6.03 19.14 12.67
C -9.59 17.41 10.60
C -9.90 14.78 14.37
O -7.24 20.00 10.21
H -6.34 22.56 12.56
N -4.43 23.30 14.38
H -3.49 18.12 15.13
O -2.64 15.21 15.53
C -6.85 19.07 8.06
*
```

=====

From most stable to least stable, the computed energies give A, B.

=====

A.
DFT (the ωB97M-V functional and the def2-TZVPD basis) results for a 2-piece molecular cluster, C2H9NOS2 overall.

The calculation puts the HOMO energy at -0.306 hartree. For the HOMO-LUMO gap, the calculation gives 8.784 eV. For the LUMO energy, the calculation gives 0.45 eV. As for the SMILES: CSS.NCO.

The geometry in ORCA input format:
```
! wB97M-V def2-TZVPD RIJCOSX def2/J DEFGRID3
* xyz 0 1
C 2.03 -0.10 2.40
H 2.00 -1.02 2.88
S 1.17 1.35 -0.16
O -1.38 -0.31 -2.60
H -3.30 -1.37 -1.84
H 1.90 0.65 3.18
H -0.89 -2.28 -1.48
H -2.74 0.09 -1.07
S 0.39 0.17 1.40
N -1.54 -1.80 -0.78
C -2.33 -0.82 -1.56
H -0.98 0.51 -2.18
H 2.03 2.12 0.51
H -2.24 -2.47 -0.33
H 2.97 -0.01 1.71
*
```

=====

B.
DFT (the ωB97M-V functional and the def2-TZVPD basis) results for a 2-piece molecular cluster, C2H9NOS2 overall.

The calculation puts the HOMO energy at -0.331 hartree. For the HOMO-LUMO gap, the calculation gives 9.564 eV. For the LUMO energy, the calculation gives 0.57 eV. As for the SMILES: CSS.NCO.

The geometry in ORCA input format:
```
! wB97M-V def2-TZVPD RIJCOSX def2/J DEFGRID3
* xyz 0 1
S -0.38 -1.80 0.33
H -0.81 -0.22 -1.51
H 2.64 2.38 -2.02
C 1.75 2.46 -0.27
H 1.50 0.62 0.30
H 2.68 2.35 0.28
H -0.44 -1.74 -2.22
H -1.98 -1.37 -1.17
O 1.25 1.10 -0.49
H 1.39 3.38 -2.12
S -1.77 -1.06 1.57
H 0.91 2.95 0.21
N 2.12 3.08 -1.50
C -0.89 -1.30 -1.35
H -1.34 0.21 1.88
*
```

=====

C.
DFT (the ωB97M-V functional and the def2-TZVPD basis) results for a 2-piece molecular cluster, C2H9NOS2 overall.

The calculation puts the HOMO energy at -0.312 hartree. For the HOMO-LUMO gap, the calculation gives 9.066 eV. For the LUMO energy, the calculation gives 0.57 eV. As for the SMILES: NCCSS.O.

The geometry in ORCA input format:
```
! wB97M-V def2-TZVPD RIJCOSX def2/J DEFGRID3
* xyz 0 1
S -1.71 1.15 1.35
H -0.32 2.42 -0.11
H 3.99 -2.45 -0.03
O 3.11 -2.08 0.05
C -0.30 1.32 0.30
H -1.41 0.35 -2.49
S -1.48 0.13 3.14
H 0.65 0.73 -1.55
H 0.55 1.41 0.92
H -2.52 -0.65 2.94
H 2.63 -2.56 -0.64
H -2.08 0.47 -0.96
H 0.37 -0.57 -0.47
C -0.09 0.32 -0.91
N -1.39 0.00 -1.54
*
```

=====

From most stable to least stable, the computed energies give B, C, A.

=====

A.
DFT (the ωB97M-V functional and the def2-TZVPD basis) results for one molecule with the formula C22H27N3O2.

The calculation puts the HOMO energy at -0.293 hartree. For the HOMO-LUMO gap, the calculation gives 8.601 eV. For the LUMO energy, the calculation gives 0.64 eV. As for the SMILES: Cc1ccc(COc2ccc(/C=N/NC(=O)CN3CCCCC3)cc2)cc1.

The geometry in ORCA input format:
```
! wB97M-V def2-TZVPD RIJCOSX def2/J DEFGRID3
* xyz 0 1
H -3.70 -4.10 0.98
N 0.81 -4.31 -0.90
H -2.53 -1.32 0.45
H -4.98 -2.68 -0.76
H 4.03 4.87 1.39
H 1.08 5.93 -3.09
C 1.31 1.32 1.94
H -0.40 0.44 2.86
H -4.04 -1.67 1.30
H -1.89 -5.96 0.16
C 2.05 3.48 2.62
C 0.77 4.93 -0.64
C 2.32 1.15 1.00
C -2.64 -3.97 -1.46
C 1.88 5.60 -1.13
H -2.29 -3.37 1.79
C -2.85 -3.40 0.85
C 1.99 4.22 1.30
C -3.37 -2.01 0.51
H -3.49 -4.68 -1.39
C 0.37 0.29 2.12
C 3.11 4.89 0.82
H -0.05 3.73 0.93
C 2.39 -0.01 0.26
C 3.05 5.57 -0.38
C -0.10 -5.32 -0.82
H -0.27 -1.66 1.52
N -1.94 -3.85 -0.19
C -3.16 -2.60 -1.89
H 2.33 -2.30 -1.11
H 1.56 -4.42 -1.59
C 1.81 6.37 -2.41
C -1.24 -5.07 0.16
C 1.46 -1.04 0.44
C 0.82 4.25 0.56
H 3.18 -0.12 -0.47
H 2.78 6.38 -2.91
H -2.30 -1.92 -2.00
H 1.52 7.40 -2.22
H 3.08 3.14 2.82
H -1.94 -4.35 -2.21
C 0.45 -0.86 1.39
C 1.54 -2.25 -0.35
H -0.80 -4.94 1.15
O 0.02 -6.33 -1.48
H 3.05 1.93 0.82
C -4.10 -2.04 -0.83
O 1.14 2.41 2.73
H 3.93 6.09 -0.74
N 0.72 -3.20 -0.16
H -3.66 -2.68 -2.85
H 1.77 4.16 3.43
H -4.43 -1.04 -1.10
H -0.15 4.94 -1.21
*
```

=====

B.
DFT (the ωB97M-V functional and the def2-TZVPD basis) results for C22H27N3O2 as an isolated structure.

The calculation puts the HOMO energy at -0.312 hartree. For the HOMO-LUMO gap, the calculation gives 9.165 eV. For the LUMO energy, the calculation gives 0.67 eV.

The geometry in ORCA input format:
```
! wB97M-V def2-TZVPD RIJCOSX def2/J DEFGRID3
* xyz 0 1
C -2.39 -2.78 2.72
C -1.21 5.23 0.37
H 2.05 -2.59 -2.19
N 2.79 0.74 0.47
H -0.51 2.23 1.45
N 0.17 -2.33 1.89
C 0.24 4.42 -1.03
C 1.19 -3.45 0.15
C 1.28 0.89 -3.05
O 2.80 -0.20 1.08
H 2.07 -2.86 0.19
C -1.23 -1.66 2.44
C -0.47 3.04 0.51
C -0.44 5.47 -0.77
H -0.54 0.20 3.05
H 2.01 -2.31 2.44
H -1.99 -3.05 3.45
H -0.50 6.40 -1.26
H -0.84 -3.34 0.47
C 0.40 1.21 -1.99
H -1.54 1.00 -0.69
H -1.97 6.06 0.55
C -0.62 0.68 -1.72
H -0.87 -1.13 4.33
C 1.22 -3.27 -2.16
H 2.09 1.21 -3.32
H 1.22 -4.31 0.74
H -1.15 -1.04 -4.42
N 0.79 0.37 0.81
H -0.10 -1.72 -0.06
C -1.39 4.17 1.22
C 1.23 2.13 -0.82
H -2.36 -3.30 1.69
C 0.07 -2.69 0.50
C 0.47 0.19 -3.99
C -0.61 -0.45 -3.85
C -1.08 -0.48 3.36
H -1.94 3.95 1.89
H 1.23 -0.27 -4.82
H -1.79 -1.02 1.45
O 0.99 -3.99 -0.98
C 1.63 1.10 0.35
H 0.39 -2.58 -2.32
H 0.83 4.46 -2.03
H -3.24 -2.17 2.73
C -1.29 -0.07 -2.81
H -2.02 -0.26 3.72
C 0.30 3.29 -0.41
C 1.06 -1.61 2.40
H -2.20 -0.49 -2.37
H 1.03 -3.81 -3.02
H 1.32 -1.21 3.50
H 1.96 2.52 -1.37
C 1.49 -0.49 1.55
*
```

=====

From most stable to least stable, the computed energies give A, B.

=====

A.
DFT (the ωB97M-V functional and the def2-TZVPD basis) results for a 2-piece molecular cluster, C8H10NO overall.

The calculation puts the HOMO energy at -0.448 hartree. For the HOMO-LUMO gap, the calculation gives 7.545 eV. For the LUMO energy, the calculation gives -4.65 eV.

The geometry in ORCA input format:
```
! wB97M-V def2-TZVPD RIJCOSX def2/J DEFGRID3
* xyz 1 1
N -0.74 -1.04 0.50
O 3.35 0.77 -0.20
C 2.60 0.88 -1.28
H -2.40 -0.18 1.61
H -0.72 -1.55 -0.37
H -0.12 0.13 2.03
H 0.79 -1.35 1.78
C 2.70 0.16 0.79
H -2.98 -0.48 -2.32
C -2.02 -0.76 0.81
H 3.35 0.04 1.72
H 3.02 1.41 -2.13
H 0.61 0.49 -1.83
H -2.69 -1.35 0.29
C -2.69 0.15 -1.42
C 0.33 -0.50 1.30
C 1.33 0.40 -1.00
H -2.58 1.71 0.14
C 1.40 -0.08 0.34
C -2.54 1.16 -0.75
*
```

=====

B.
DFT (the ωB97M-V functional and the def2-TZVPD basis) results for an isolated ion of composition C8H10NO and charge +1.

The calculation puts the HOMO energy at -0.488 hartree. For the HOMO-LUMO gap, the calculation gives 8.066 eV. For the LUMO energy, the calculation gives -5.20 eV.

The geometry in ORCA input format:
```
! wB97M-V def2-TZVPD RIJCOSX def2/J DEFGRID3
* xyz 1 1
H -1.90 1.46 1.90
H 1.12 0.42 -2.15
H 3.51 -2.12 0.30
C 2.49 -1.68 0.27
N -1.45 0.18 0.10
H -3.10 1.44 0.71
H 1.67 -2.29 0.07
C 0.61 0.89 -1.34
C -0.14 -0.08 -0.53
H 1.08 1.12 0.87
C 2.35 -0.32 0.26
C -0.27 -1.53 -0.88
O -1.51 -1.95 -0.40
C -1.98 1.40 0.75
C 1.18 0.57 0.03
H 3.16 0.25 0.62
H 0.03 1.85 -1.37
H -1.55 2.37 0.21
H -3.16 -1.00 0.44
C -2.15 -0.96 0.14
*
```

=====

From most stable to least stable, the computed energies give A, B.